[1]
C13H10ClF | ωB97M-V/def2-TZVPD

Total charge = 0
SMILES = FC(Cl)(c1ccccc1)c1ccccc1
Maximum force = 0.096 hartree/bohr
E_tot = -28881.4644 eV
Frontier orbital gap = 9.93 eV

```
25
Properties=species:S:1:pos:R:3:forces:R:3
F 0.3336 2.6329 1.5320 -0.306 -1.510 -2.331
C 0.1901 1.8557 0.1871 -0.880 1.161 3.922
Cl 0.3178 3.1244 -0.9921 0.126 0.151 -0.362
C 1.3321 0.9065 0.1641 1.910 -0.726 0.075
C 1.3828 0.0096 -0.8990 -0.026 -1.675 -0.079
C 2.2954 -1.0882 -1.0205 -0.955 2.631 0.214
C 3.3785 -0.9865 -0.1203 -2.046 -1.162 -1.603
C 3.4530 -0.0161 0.8329 1.510 -0.176 1.633
C 2.4101 0.8790 1.0868 0.510 0.438 -1.221
C -1.1960 1.1636 0.2884 0.636 0.495 -1.499
C -2.0773 1.2684 -0.8177 2.448 2.319 0.630
C -3.2652 0.6314 -0.8089 1.180 -3.629 3.167
C -3.4541 -0.4573 0.1448 0.640 2.739 -0.415
C -2.5753 -0.5257 1.2160 -0.569 -2.203 -0.075
C -1.4732 0.2676 1.2958 0.564 1.219 -0.574
H 0.5939 0.0632 -1.6295 -0.310 0.012 -0.185
H 2.0325 -1.7669 -1.8725 1.067 0.314 1.186
H 4.0905 -1.7419 -0.0454 1.310 -1.166 -0.398
H 4.4564 -0.1564 1.4098 -2.228 1.089 -0.452
H 2.5988 1.6535 1.8094 -0.584 0.043 0.343
H -1.6660 1.9813 -1.5816 -1.271 -0.930 0.409
H -3.8714 0.5701 -1.6042 -2.250 0.486 -2.858
H -4.2980 -1.0927 -0.0004 -0.336 -0.461 0.159
H -2.4866 -1.3720 1.9206 -1.046 0.438 -0.333
H -0.8398 0.1122 2.1254 0.909 0.104 0.645
```
Forces are in eV/Å.

=====

[2]
C13H10F14N2O2PRhS | ωB97M-V/def2-TZVPD

Total charge = +1
Maximum force = 0.069 hartree/bohr
E_tot = -81885.9471 eV
Multiplicity = 6
Frontier orbital gap (spin up / spin down) = 7.22 / 3.95 eV

```
44
Properties=species:S:1:pos:R:3:forces:R:3
Rh 0.1766 -0.1711 -0.4144 -3.071 -0.041 1.549
F -1.3697 0.2987 1.8311 0.554 0.032 0.169
P -0.4389 0.7529 3.1902 1.511 0.796 0.098
F -0.9402 -0.5252 3.9144 -0.837 -0.775 0.601
F 0.4901 1.1606 4.4607 -0.400 -0.285 -1.433
F 0.7782 -0.2374 2.5194 -0.074 0.586 -0.347
F 0.2020 1.9668 2.2605 -0.430 -0.665 0.805
F -1.6261 1.6866 3.6996 0.268 -0.338 -0.552
F 2.1630 -0.8155 -2.8134 1.141 0.564 1.828
C 2.8220 -0.2874 -1.7096 -3.268 -0.662 -0.891
C 2.0724 0.3303 -0.7320 1.411 1.028 -2.668
C 2.7466 1.2051 0.1172 -0.726 0.826 0.478
F 2.1839 2.3483 0.4952 1.359 -1.946 -0.084
C 4.0733 0.8099 0.4621 1.636 0.168 1.417
F 4.6900 1.2592 1.5578 -0.750 -0.261 -1.567
C 4.7329 -0.0920 -0.3666 2.806 0.335 0.564
F 6.0521 -0.3301 -0.1317 -1.846 0.091 -0.169
C 4.1581 -0.5996 -1.5368 1.753 -1.745 -1.433
F 4.7756 -1.4474 -2.4151 -1.035 2.167 2.204
F -4.2444 0.3546 0.4442 -0.113 -1.713 -1.751
C -4.2918 -0.5753 -0.5847 -1.525 -0.924 1.013
F -4.8079 0.0132 -1.6823 0.421 -0.469 1.106
F -5.1616 -1.6487 -0.2067 2.038 2.834 -0.733
C -2.8536 -1.1968 -0.9212 -0.634 -0.888 0.219
O -2.7773 -2.4259 -0.9873 0.476 2.702 -0.022
O -1.9940 -0.2139 -1.0833 0.147 -1.765 0.149
N -1.7064 3.6455 -0.4951 0.957 -1.639 0.213
C -0.9019 3.7726 -1.5949 1.573 -1.401 -1.179
C -0.0669 2.6419 -1.6241 -1.233 0.288 0.614
N -0.4374 1.8248 -0.5029 -0.009 2.545 -1.626
C -1.3989 2.4713 0.1389 0.245 1.007 -0.648
H -2.3769 4.3270 -0.2074 -0.349 0.146 0.318
H -1.0059 4.5730 -2.3438 0.124 -0.470 0.782
H 0.7405 2.2989 -2.3298 -1.258 0.693 0.848
H -1.7681 2.1482 1.0879 -0.580 0.089 -0.002
C -0.6442 -3.0850 1.1631 -0.662 0.563 0.307
S 0.5323 -2.4502 -0.0592 -0.986 -0.026 -0.086
C 0.0505 -3.3978 -1.5203 0.623 -0.984 0.286
H -1.5570 -3.3344 0.5851 0.599 -0.079 0.503
H -0.8970 -2.2967 1.9155 0.449 -0.512 -0.662
H -0.1716 -3.9275 1.6581 -0.152 -0.158 -0.015
H 0.3033 -4.4177 -1.1538 -0.479 0.348 -0.751
H 0.7240 -3.1560 -2.3626 -0.455 0.020 0.443
H -1.0300 -3.2582 -1.7219 0.779 -0.083 0.111
```
Forces are in eV/Å.